DFT (wB97M-V/def2-TZVPD) results for 15 unconnected molecules or ions with the total composition C68H168N11O19.

The HOMO energy comes out at -19.945 eV. Its frontier orbital gap is 7.0 eV. The calculation puts the electronic energy at -4720.73856 Ha. For the lowest unoccupied orbital energy, the calculation gives -12.90 eV.

The geometry in ORCA input format:
```
! wB97M-V def2-TZVPD RIJCOSX def2/J DEFGRID3
* xyz 7 1
C -1.638 -0.918 -5.958
C -1.980 0.522 -6.068
C -2.265 1.212 -4.639
N -2.576 2.746 -4.808
C -2.801 3.240 -3.357
C -2.851 4.806 -3.280
C -1.658 5.420 -4.058
C -1.656 5.026 -5.553
C -1.523 3.480 -5.647
C -3.983 2.839 -5.455
H -0.883 -0.975 -5.173
H -1.209 -1.307 -6.882
H -2.437 -1.557 -5.582
H -2.933 0.470 -6.595
H -1.291 1.094 -6.689
H -1.361 1.251 -4.032
H -3.172 0.775 -4.220
H -1.883 3.011 -2.816
H -3.679 2.730 -2.961
H -2.927 5.091 -2.231
H -3.757 5.195 -3.744
H -0.785 5.032 -3.533
H -1.708 6.500 -3.924
H -0.879 5.534 -6.123
H -2.576 5.309 -6.065
H -0.583 3.177 -5.186
H -1.548 3.125 -6.678
H -4.735 2.218 -4.967
H -3.994 2.468 -6.480
H -4.314 3.877 -5.490
C 0.527 -7.900 -4.757
C 1.755 -7.081 -4.468
C 1.556 -5.632 -4.969
N 2.623 -4.582 -4.644
C 2.365 -3.340 -5.512
C 3.481 -2.277 -5.222
C 3.437 -1.930 -3.713
C 3.350 -3.128 -2.735
C 2.391 -4.214 -3.160
C 3.987 -5.175 -4.848
H 0.526 -8.783 -4.119
H 0.549 -8.244 -5.791
H -0.381 -7.303 -4.669
H 2.609 -7.667 -4.809
H 1.916 -7.167 -3.394
H 0.569 -5.228 -4.744
H 1.647 -5.531 -6.050
H 1.347 -2.989 -5.341
H 2.442 -3.610 -6.565
H 3.311 -1.339 -5.751
H 4.467 -2.623 -5.532
H 2.685 -1.174 -3.486
H 4.312 -1.338 -3.446
H 2.959 -2.703 -1.810
H 4.329 -3.538 -2.486
H 1.383 -3.815 -3.267
H 2.389 -5.136 -2.579
H 4.078 -5.565 -5.861
H 4.059 -6.019 -4.162
H 4.718 -4.421 -4.554
C -2.239 1.266 3.989
C -1.363 1.026 2.733
C -1.251 -0.458 2.364
N -0.718 -0.651 0.949
C -1.884 -0.406 -0.047
C -1.386 -0.266 -1.534
C -0.148 0.681 -1.698
C 1.026 0.241 -0.829
C 0.614 0.209 0.740
C -0.260 -2.149 0.805
H -2.527 2.315 4.058
H -1.842 0.907 4.939
H -3.169 0.749 3.750
H -0.432 1.457 3.102
H -1.630 1.666 1.892
H -2.218 -0.960 2.406
H -0.527 -1.068 2.902
H -2.247 0.553 0.322
H -2.633 -1.185 0.092
H -2.225 -0.077 -2.205
H -1.040 -1.263 -1.805
H -0.457 1.721 -1.591
H 0.169 0.635 -2.740
H 1.946 0.822 -0.896
H 1.360 -0.757 -1.111
H 0.388 1.235 1.029
H 1.395 -0.152 1.410
H -1.043 -2.841 1.115
H 0.590 -2.358 1.455
H -0.080 -2.260 -0.264
C 7.088 4.543 -5.787
C 5.654 4.958 -5.390
C 4.635 3.914 -5.863
N 3.114 4.342 -5.785
C 2.357 3.378 -6.762
C 2.433 1.899 -6.249
C 1.956 1.766 -4.786
C 2.584 2.788 -3.784
C 2.593 4.228 -4.304
C 2.788 5.814 -6.233
H 7.938 5.059 -5.341
H 7.075 4.670 -6.870
H 7.233 3.508 -5.478
H 5.360 5.899 -5.855
H 5.518 5.240 -4.346
H 4.700 3.013 -5.254
H 4.882 3.657 -6.893
H 2.758 3.516 -7.766
H 1.318 3.674 -6.611
H 3.465 1.549 -6.283
H 1.802 1.393 -6.979
H 2.169 0.765 -4.411
H 0.866 1.800 -4.787
H 3.600 2.584 -3.446
H 2.043 2.687 -2.843
H 3.276 4.855 -3.732
H 1.550 4.536 -4.379
H 3.373 6.516 -5.639
H 1.712 5.964 -6.139
H 3.092 5.753 -7.278
C -5.528 2.424 0.432
C -5.442 1.082 1.153
C -6.029 1.095 2.555
O -5.608 -0.160 3.253
C -6.277 -0.356 4.470
N -5.967 -0.103 0.323
H -5.462 -0.130 -0.551
H -5.931 -0.906 0.935
H -6.889 0.046 -0.063
H -5.007 2.409 -0.525
H -5.149 3.315 0.932
H -6.563 2.582 0.127
H -4.398 0.772 1.201
H -7.114 1.043 2.459
H -5.583 1.969 3.029
H -7.358 -0.225 4.425
H -5.935 0.246 5.312
H -6.129 -1.392 4.777
C 5.741 1.554 4.759
C 4.916 2.392 3.690
C 5.658 2.508 2.325
O 4.775 3.172 1.503
C 5.332 3.231 0.190
N 3.591 1.745 3.458
H 3.674 0.837 3.023
H 2.952 1.687 4.237
H 3.192 2.293 2.710
H 5.897 0.553 4.358
H 5.187 1.451 5.692
H 6.705 2.031 4.935
H 4.481 3.316 4.071
H 6.038 1.562 1.938
H 6.474 3.212 2.483
H 6.327 3.673 0.132
H 4.742 3.823 -0.508
H 5.365 2.235 -0.251
C -1.682 -4.321 -2.667
C -2.769 -3.758 -1.764
C -3.974 -3.372 -2.696
O -4.622 -4.518 -3.316
C -5.238 -4.101 -4.541
N -3.279 -4.884 -0.864
H -3.604 -4.436 -0.019
H -4.030 -5.397 -1.303
H -2.556 -5.509 -0.538
H -1.236 -3.625 -3.377
H -2.030 -5.207 -3.199
H -0.856 -4.593 -2.009
H -2.469 -2.885 -1.184
H -3.583 -2.662 -3.424
H -4.643 -2.806 -2.048
H -4.635 -3.549 -5.261
H -6.052 -3.436 -4.250
H -5.425 -5.026 -5.087
C 3.410 -7.499 1.349
C 3.663 -5.983 0.960
C 4.245 -5.772 -0.510
O 5.631 -6.212 -0.604
C 6.014 -6.892 -1.801
N 2.392 -5.095 1.107
H 1.951 -5.258 2.001
H 2.580 -4.107 1.018
H 1.611 -5.213 0.478
H 3.036 -7.630 2.365
H 4.275 -8.125 1.131
H 2.694 -7.918 0.642
H 4.382 -5.555 1.659
H 4.258 -4.706 -0.738
H 3.806 -6.367 -1.312
H 6.044 -6.197 -2.640
H 5.297 -7.707 -1.905
H 6.998 -7.355 -1.735
C -1.229 2.835 10.555
C -1.575 2.716 9.066
C -2.997 3.142 8.562
O -2.939 2.891 7.191
C -4.157 3.268 6.527
N -0.380 3.342 8.275
H 0.282 2.633 7.994
H -0.788 3.568 7.379
H 0.092 4.166 8.619
H -0.240 2.583 10.939
H -1.821 2.175 11.189
H -1.509 3.839 10.872
H -1.443 1.656 8.847
H -3.333 4.169 8.707
H -3.767 2.479 8.957
H -3.964 3.285 5.454
H -4.592 4.193 6.904
H -4.833 2.418 6.615
C 1.698 5.345 3.084
C 0.962 5.441 4.454
C -0.325 4.616 4.520
O -1.106 4.543 5.762
C -1.742 5.751 6.012
N 1.956 4.890 5.557
H 2.865 5.225 5.272
H 1.752 5.254 6.476
H 1.907 3.883 5.609
H 1.022 5.658 2.288
H 1.863 4.289 2.870
H 2.613 5.936 3.038
H 0.781 6.489 4.692
H -0.103 3.564 4.339
H -1.018 4.910 3.732
H -2.372 5.712 6.901
H -2.440 6.069 5.238
H -1.074 6.597 6.177
C -2.883 -1.589 5.933
C -1.633 -2.369 5.577
C -0.787 -2.793 6.758
O -1.482 -3.878 7.429
C -0.802 -4.438 8.441
N -1.979 -3.553 4.666
H -1.123 -4.000 4.370
H -2.503 -4.277 5.135
H -2.387 -3.180 3.821
H -3.468 -1.286 5.065
H -2.456 -0.707 6.411
H -3.369 -2.130 6.745
H -0.963 -1.706 5.031
H -0.561 -2.089 7.559
H 0.164 -3.195 6.408
H -1.471 -5.198 8.845
H -0.590 -3.658 9.172
H 0.121 -4.935 8.141
O -3.987 -2.260 3.084
C -4.238 -3.063 2.083
O -5.204 -2.841 1.361
O -3.460 -4.008 1.931
H -4.718 -1.644 2.997
O 4.147 -0.806 -0.229
C 3.884 -1.364 0.916
O 4.097 -0.650 1.893
O 3.416 -2.488 1.111
H 4.536 -0.078 0.262
O -5.720 -0.731 -4.323
C -5.782 -0.293 -3.049
O -6.822 0.182 -2.549
O -4.743 -0.382 -2.331
H -4.772 -0.883 -4.340
O 0.127 0.890 6.868
C 1.181 1.137 6.091
O 1.371 0.323 5.129
O 1.751 2.188 6.166
H -0.125 0.076 6.427
*
```